Entry 1:
Entry from the OMol25 dataset: BF4H26O13 as an isolated structure (ωB97M-V/def2-TZVPD).

- F_max (eV Å⁻¹) = 9.92
- highest occupied orbital energy (eV) = -4.82
- total charge = -1
- ΔE to the lowest compared entry with this formula, charge and spin (kJ/mol) = 2058.9
- Kohn-Sham gap (Ha) = 0.258

Last column: Löwdin charge in e.
CARTESIAN COORDINATES (ANGSTROEM)
F (-0.5957, 0.1751, -0.9611)  -0.02
H (-1.2243, -2.9070, 0.6095)  0.05
H (-2.1164, 0.1235, -1.7070)  -0.26
O (1.0102, -2.0623, 2.1426)  0.01
H (2.2973, 0.3416, -2.0229)  0.14
H (-0.6456, 0.9268, 1.9007)  0.02
H (1.3418, 1.8582, -1.3815)  -0.26
H (1.0343, -2.9581, 1.8061)  0.06
H (-0.4992, 3.9365, 1.4723)  0.04
H (-1.9273, 0.1822, 0.9063)  -0.04
O (0.1072, 3.2429, 1.7319)  -0.04
F (0.3998, 1.3981, 0.6201)  0.11
F (1.1071, -0.7014, 0.1161)  0.07
H (2.0987, -0.0077, 1.7849)  0.04
H (-1.3862, 1.3865, -1.3027)  0.00
O (1.8818, 0.9287, -1.3914)  0.10
H (0.4388, 2.2855, -0.2440)  -0.09
H (-2.5125, -1.0118, -0.4676)  0.05
B (0.0825, 0.0904, 0.2682)  -1.29
O (-2.6513, 0.7353, 0.6127)  -0.01
H (2.2137, -2.0559, 0.0638)  0.02
H (-1.9010, 1.0318, 2.7402)  0.12
O (-2.0476, 1.0563, -1.9107)  -0.08
H (-0.4577, 2.5209, 2.0074)  -0.13
O (-1.7544, -2.1408, 0.8290)  -0.03
H (0.8554, -1.5196, 1.3695)  -0.03
O (0.8126, 2.5925, -1.0700)  -0.04
H (-0.0184, 0.0502, -3.5501)  0.08
O (-0.2689, -2.3356, -0.8808)  -0.02
O (0.2313, -0.3996, -2.7428)  -0.02
H (1.8058, 0.7510, 0.5079)  0.00
H (-2.2706, 1.6105, 0.5402)  0.07
O (-1.1944, 1.5580, 2.3661)  0.00
H (0.4832, -2.0014, -0.3920)  0.01
F (-0.7051, -0.3499, 1.3172)  0.15
O (-2.3825, -0.9089, -1.4104)  0.07
H (-1.1273, -1.5067, 1.1766)  -0.09
O (2.8377, -1.7675, -0.6023)  0.00
H (-1.4443, -1.0476, -1.5398)  0.04
H (0.4756, 0.3041, -2.1418)  0.01
H (3.5458, -1.3569, -0.1061)  0.06
H (0.1011, -2.9916, -1.4716)  0.10
H (1.4767, 0.3442, -0.7507)  0.01
O (2.4919, 0.5994, 1.1579)  0.02

***

Entry 2:
Entry from the OMol25 dataset: a 7-piece molecular cluster, C25H30Cl4N6 overall (ωB97M-V/def2-TZVPD).

- F_max (eV Å⁻¹) = 5.14
- highest occupied orbital energy (eV) = -7.48
- ΔE to the lowest compared entry with this formula, charge and spin (kJ/mol) = 138.8
- Kohn-Sham gap (Ha) = 0.296

Last column: Löwdin charge in e.
CARTESIAN COORDINATES (ANGSTROEM)
C (-2.4953, -1.7691, -2.8647)  -0.10
H (3.0482, -3.4673, -3.4345)  0.11
C (-3.8901, 2.4496, -1.9186)  -0.14
N (5.2727, -0.6899, 5.9420)  0.01
C (2.3856, 2.7975, -0.7256)  -0.13
C (3.8774, -0.8033, 5.9082)  -0.13
C (-1.3126, 0.2123, 0.9427)  -0.10
H (1.5256, -3.8980, 0.6417)  0.10
H (-3.0018, 1.9472, -1.5651)  0.09
C (1.9332, 3.7250, -1.7075)  -0.11
C (0.6367, -0.0132, 1.9673)  -0.13
H (-1.0140, 1.0757, 2.9139)  0.06
H (-2.8583, -1.1936, -3.7034)  0.09
H (2.4945, -1.4490, 4.3186)  0.09
N (1.7924, 1.5956, -0.9282)  0.01
H (-3.7309, 2.3477, -4.0967)  0.11
H (1.3711, 0.0506, 2.7565)  0.09
N (-0.5506, -0.6428, 0.1735)  0.05
C (-4.2898, 2.5704, -3.1998)  -0.16
H (3.1674, 2.9071, 0.0114)  0.10
H (-0.8535, -4.0271, -1.3089)  0.10
H (-4.1661, -1.4916, -1.3086)  0.10
C (4.5516, -0.8222, 3.8524)  -0.14
H (1.4147, -5.5038, -3.1602)  0.14
H (-6.1669, 3.2291, -4.0387)  0.14
H (-4.9768, 2.9353, -0.0215)  0.08
C (3.4579, -1.0779, 4.6357)  -0.13
N (-1.5034, -3.3225, -1.6271)  0.02
C (1.0017, 3.0085, -2.4530)  -0.12
H (-0.8606, -1.1038, -0.6700)  0.10
C (-2.5340, -2.7766, -0.8703)  -0.15
H (0.4213, 0.8513, -2.4229)  0.10
C (1.7172, -3.9593, -0.4194)  -0.13
N (-5.5700, 3.0515, -3.2436)  0.02
C (-3.2152, -1.8794, -1.6431)  -0.12
C (5.6676, -0.7384, 4.6500)  -0.15
C (2.5208, -3.2037, -1.2937)  -0.12
H (4.4777, -0.8492, 2.7753)  0.09
Cl (-0.3110, 5.7702, 1.2585)  0.54
H (2.9263, -2.2206, -1.1057)  0.09
H (1.3996, -1.4091, 0.3610)  0.08
C (1.0156, 1.6544, -2.0127)  -0.15
C (1.2300, -5.0305, -1.1371)  -0.16
C (0.6395, -0.7744, 0.7921)  -0.16
C (-4.9408, 2.8541, -1.0978)  -0.14
Cl (-0.3134, 3.6729, 3.3070)  0.54
C (-0.5885, 0.4785, 2.1210)  -0.16
Cl (-2.2330, 5.8240, 3.4669)  0.51
H (-0.8537, -3.0875, -3.6060)  0.11
H (-2.3303, 0.4509, 0.6711)  0.10
C (-5.9881, 3.2212, -1.8990)  -0.11
N (1.7763, -4.9309, -2.4111)  0.00
H (1.9947, 0.8170, -0.3175)  0.11
C (-1.2874, 4.7972, 2.3538)  -2.01
H (0.5808, -5.8479, -0.8600)  0.11
H (6.7282, -0.7385, 4.4463)  0.11
H (5.7484, -0.5824, 6.8265)  0.15
H (0.3864, 3.1971, -3.3203)  0.08
Cl (-2.3879, 3.7938, 1.3596)  0.51
H (2.2564, 4.7117, -2.0045)  0.09
C (-1.5116, -2.7294, -2.8280)  -0.16
H (3.3540, -0.7776, 6.8525)  0.10
C (2.5004, -3.7611, -2.5514)  -0.11
H (-6.9264, 3.7073, -1.6759)  0.10
H (-2.6099, -3.1332, 0.1463)  0.11